This record from the Open Molecules 2025 dataset describes a cluster of 2 separate species, C15H19BCl3NO in total in a non-equilibrium geometry. The level of theory is ωB97M-V/def2-TZVPD.

Last column: Mulliken charge in e.
Positions of all 40 atoms, in Å:
1 Cl -2.375 4.733 2.076  -0.28
2 B -3.002 3.151 1.390  0.69
3 Cl -4.874 3.040 1.440  -0.29
4 Cl -2.365 2.880 -0.384  -0.32
5 O -2.436 2.041 2.219  -0.46
6 C -2.704 0.810 1.971  -0.26
7 C -2.175 -0.206 2.833  0.82
8 C -2.486 -1.558 2.565  -0.52
9 C -1.981 -2.562 3.376  -0.61
10 C -1.163 -2.243 4.470  -0.35
11 C -0.861 -0.901 4.746  -0.56
12 C -1.358 0.118 3.946  -0.26
13 H -3.363 0.544 1.136  0.34
14 H -3.131 -1.761 1.711  0.37
15 H -2.217 -3.604 3.166  0.40
16 H -0.763 -3.032 5.106  0.41
17 H -0.229 -0.643 5.596  0.39
18 H -1.136 1.164 4.156  0.46
19 C 1.975 -1.691 -4.111  -0.99
20 C 2.837 -0.826 -3.172  -1.04
21 C 2.052 0.019 -2.228  0.51
22 C 1.451 1.245 -2.532  0.21
23 C 1.522 2.044 -3.767  -1.40
24 N 0.700 1.636 -1.455  0.16
25 C 0.789 0.690 -0.451  -1.43
26 C 1.631 -0.333 -0.901  1.11
27 C 2.006 -1.595 -0.217  -1.27
28 H 2.624 -2.286 -4.762  0.35
29 H 1.339 -2.374 -3.537  0.28
30 H 1.333 -1.067 -4.744  0.28
31 H 3.502 -1.477 -2.585  0.33
32 H 3.480 -0.174 -3.785  0.37
33 H 2.126 1.492 -4.495  0.29
34 H 0.523 2.224 -4.193  0.31
35 H 1.995 3.021 -3.589  0.34
36 H 0.140 2.485 -1.409  0.21
37 H 0.284 0.815 0.497  0.49
38 H 1.571 -1.621 0.791  0.34
39 H 1.643 -2.485 -0.759  0.25
40 H 3.098 -1.710 -0.117  0.33

Its total charge is 0. As for the multiplicity: 1. The lowest unoccupied orbital energy comes out at -2.2 eV.


This record from the Open Molecules 2025 dataset describes a structure of composition C2H5OPS in a non-equilibrium geometry. The level of theory is ωB97M-V/def2-TZVPD.

Last column: Mulliken charge in e.
Positions of all 10 atoms, in Å:
1 C -0.180 -0.951 1.004  -0.51
2 C -0.563 0.094 -1.198  -0.50
3 O 1.137 1.315 0.327  -0.48
4 P -0.431 0.892 0.497  0.16
5 S -0.955 -1.736 -0.444  -0.15
6 H 0.889 -1.121 0.858  0.24
7 H -0.456 -1.216 2.119  0.34
8 H -1.313 0.420 -2.031  0.33
9 H 0.468 0.104 -1.668  0.25
10 H 1.405 2.199 0.535  0.31

Its total charge is 0. As for the multiplicity: 1. Its relative energy (zero: lowest compared OMol25 entry of this formula, charge and spin) is 12.86 kcal per mole. The lowest unoccupied orbital energy comes out at 0.6 eV.


This record from the Open Molecules 2025 dataset describes a structure of composition C40H32Br2NO5Y in a non-equilibrium geometry. The level of theory is ωB97M-V/def2-TZVPD.

Last column: Mulliken charge in e.
Positions of all 81 atoms, in Å:
1 Y 13.101 11.978 9.139  1.21
2 C 17.170 15.811 13.310  -1.81
3 C 16.048 15.725 12.257  1.52
4 C 15.705 17.100 11.809  -1.88
5 O 14.906 15.149 12.940  -0.46
6 C 14.400 14.043 12.164  -1.16
7 C 15.630 13.688 11.247  -0.92
8 O 16.350 14.913 11.062  -0.32
9 C 15.752 12.804 9.954  3.77
10 O 14.894 11.695 10.129  -1.06
11 C 17.235 12.284 9.850  -0.37
12 C 17.393 10.896 9.979  -0.33
13 C 18.658 10.297 9.919  -0.97
14 C 19.721 11.068 9.551  -0.29
15 C 19.601 12.442 9.429  -1.03
16 C 18.338 13.070 9.507  -0.03
17 C 15.345 13.402 8.564  -0.78
18 C 15.426 14.753 8.159  -0.19
19 C 14.926 15.168 6.946  -0.54
20 C 14.372 14.285 5.991  -0.83
21 C 14.296 12.954 6.343  -0.80
22 C 14.961 12.502 7.501  -0.43
23 C 12.920 14.333 11.476  2.10
24 O 12.639 13.525 10.429  -0.21
25 C 12.546 15.763 11.115  -0.01
26 C 12.494 16.681 12.148  -0.13
27 C 12.058 17.972 11.974  -0.55
28 C 11.716 18.476 10.735  -0.74
29 C 11.720 17.547 9.641  -0.71
30 C 12.109 16.206 9.858  -0.66
31 C 11.899 13.935 12.597  0.08
32 C 12.204 13.349 13.827  -0.09
33 C 11.464 12.287 14.348  -0.88
34 C 10.237 11.921 13.774  -0.47
35 C 9.775 12.653 12.679  -0.73
36 C 10.558 13.739 12.213  -0.74
37 H 16.808 16.488 14.115  0.38
38 H 18.105 16.241 12.873  0.35
39 H 17.415 14.891 13.821  0.40
40 H 15.244 17.641 12.640  0.41
41 H 15.033 17.177 10.983  0.27
42 H 16.599 17.674 11.540  0.52
43 H 14.152 13.203 12.831  1.10
44 H 16.244 13.067 11.883  0.56
45 H 16.484 10.313 10.203  0.34
46 H 18.828 9.232 10.030  0.39
47 H 20.678 10.595 9.400  0.40
48 H 20.526 13.010 9.276  0.37
49 H 18.225 14.151 9.390  0.47
50 H 15.746 15.498 8.888  0.37
51 H 15.069 16.224 6.723  0.46
52 H 14.050 14.753 5.071  0.43
53 H 13.734 12.264 5.741  0.58
54 H 15.257 11.427 7.601  0.70
55 H 12.756 16.330 13.140  0.36
56 H 12.074 18.614 12.857  0.39
57 H 11.267 19.467 10.675  0.38
58 H 11.474 17.877 8.663  0.47
59 H 11.970 15.472 9.094  0.29
60 H 12.953 13.773 14.489  0.46
61 H 11.875 11.709 15.214  0.34
62 H 9.751 10.995 14.127  0.35
63 H 8.790 12.530 12.216  0.43
64 H 10.059 14.421 11.494  0.32
65 Br 12.041 6.989 10.746  -0.15
66 C 10.894 8.103 9.758  -0.71
67 C 9.608 7.740 9.518  -0.36
68 C 8.708 8.565 8.868  -0.15
69 Br 6.971 7.884 9.065  -0.22
70 C 9.096 9.781 8.229  0.73
71 C 8.299 10.488 7.303  -0.54
72 C 8.789 11.690 6.862  -0.68
73 C 10.122 12.065 7.185  -0.19
74 N 10.925 11.375 7.983  -0.22
75 C 10.463 10.159 8.441  0.20
76 C 11.351 9.380 9.285  0.69
77 O 12.508 9.856 9.537  -0.76
78 H 9.265 6.752 9.871  0.38
79 H 7.273 10.150 7.124  0.37
80 H 8.204 12.393 6.201  0.31
81 H 10.422 13.065 6.883  0.44

Its total charge is 0. As for the multiplicity: 1. Its relative energy (zero: lowest compared OMol25 entry of this formula, charge and spin) is 21.80 kcal per mole. The lowest unoccupied orbital energy comes out at -0.6 eV.


This record from the Open Molecules 2025 dataset describes a cluster of 5 separate species, C2H13NO3S in total in a non-equilibrium geometry. The level of theory is ωB97M-V/def2-TZVPD.

Last column: Mulliken charge in e.
Positions of all 20 atoms, in Å:
1 C -0.418 -0.043 0.565  0.50
2 C 0.256 -1.329 0.701  -0.82
3 S -0.178 -2.193 -0.864  -0.40
4 N -0.528 0.987 1.618  -0.49
5 H -1.480 -0.196 0.264  -0.50
6 H -0.031 0.409 -0.376  0.10
7 H -0.066 -1.762 1.679  0.42
8 H 1.359 -1.204 0.807  0.32
9 H -2.328 -0.262 -0.079  0.49
10 H -1.396 1.138 2.088  0.23
11 H -0.021 1.863 1.434  0.23
12 H -0.392 2.437 -3.313  0.30
13 H -0.098 1.126 -2.457  0.43
14 O -0.593 2.033 -2.422  -0.67
15 H 1.908 -0.550 3.518  0.32
16 H 0.542 -0.130 2.918  0.35
17 O 1.022 -0.254 3.751  -0.70
18 H 0.707 -1.047 -2.564  0.24
19 H 0.770 -0.701 -4.073  0.31
20 O 0.964 -0.323 -3.195  -0.67

Its total charge is 0. As for the multiplicity: 1. Its relative energy (zero: lowest compared OMol25 entry of this formula, charge and spin) is 130.86 kcal per mole. The lowest unoccupied orbital energy comes out at -2.9 eV.


This record from the Open Molecules 2025 dataset describes a structure of composition C16H22Br30IN3O2P in a non-equilibrium geometry. The level of theory is ωB97M-V/def2-TZVPD.

Last column: Mulliken charge in e.
Positions of all 75 atoms, in Å:
1 C -1.870 0.425 2.223  -0.59
2 P -2.372 -0.237 0.505  0.30
3 O -3.746 0.750 -0.015  -0.45
4 C -1.042 0.061 -0.832  -0.01
5 C -0.396 -1.428 -1.046  0.01
6 C -1.363 -2.521 -1.785  0.15
7 O -0.837 -3.764 -1.963  -0.52
8 I -3.385 -2.206 -2.550  0.13
9 C 0.026 1.243 -0.323  -1.03
10 N 0.523 2.102 -1.505  -0.27
11 C -0.510 1.852 -2.604  0.20
12 N -0.530 2.562 -3.787  -0.13
13 N -1.412 0.690 -2.159  0.08
14 H -1.350 1.473 2.228  0.29
15 H -2.884 0.564 2.836  0.32
16 H -1.221 -0.330 2.837  0.00
17 H -3.419 1.693 0.176  0.31
18 H -0.166 -1.856 0.045  -0.10
19 H 0.656 -1.391 -1.586  0.29
20 H -0.619 2.051 0.257  0.23
21 H 0.886 0.932 0.407  0.52
22 H 0.295 3.078 -1.184  0.44
23 H 0.336 2.867 -4.314  0.29
24 H -1.470 2.771 -4.238  -0.01
25 H -1.254 0.018 -2.947  0.29
26 C 4.221 1.966 -0.942  -0.44
27 Br 4.840 0.137 -1.175  -0.08
28 Br 5.106 3.192 -2.166  -0.10
29 Br 2.284 2.096 -1.062  0.28
30 H 4.499 2.271 0.073  0.37
31 C 0.298 -4.153 2.896  0.41
32 Br 0.354 -2.503 3.924  -0.06
33 Br -0.243 -3.840 1.054  0.11
34 Br 1.977 -5.129 3.002  0.01
35 H -0.470 -4.788 3.351  -0.36
36 C -1.924 -8.030 3.933  -0.40
37 Br -1.868 -6.379 4.961  0.07
38 Br -2.464 -7.717 2.091  -0.02
39 Br -0.245 -9.006 4.039  0.00
40 H -2.692 -8.664 4.388  0.37
41 C 6.074 1.440 -5.531  -0.29
42 Br 6.693 -0.390 -5.765  -0.01
43 Br 6.959 2.665 -6.756  0.09
44 Br 4.137 1.569 -5.652  0.02
45 H 6.352 1.744 -4.517  0.18
46 C -4.768 3.357 -4.372  -0.38
47 Br -3.861 3.932 -5.994  -0.03
48 Br -3.648 2.192 -3.290  0.13
49 Br -5.445 4.866 -3.347  0.01
50 H -5.636 2.766 -4.683  0.35
51 C -3.900 -5.354 8.643  -0.13
52 Br -3.280 -7.183 8.409  -0.05
53 Br -3.015 -4.128 7.418  0.02
54 Br -5.837 -5.224 8.522  0.00
55 H -3.621 -5.049 9.657  0.19
56 C -6.455 -1.005 7.453  -0.33
57 Br -5.003 -1.066 8.746  0.02
58 Br -6.053 -2.052 5.863  -0.02
59 Br -8.154 -1.519 8.247  0.00
60 H -6.554 0.038 7.132  0.35
61 C -2.018 -1.620 11.394  0.04
62 Br -0.870 -0.536 10.256  0.00
63 Br -1.539 -3.504 11.320  -0.02
64 Br -2.062 -0.955 13.221  -0.01
65 H -3.035 -1.533 10.997  -0.05
66 C 6.204 3.018 -10.893  -0.33
67 Br 4.465 3.875 -10.726  -0.02
68 Br 7.621 4.097 -10.112  -0.01
69 Br 6.191 1.210 -10.175  -0.01
70 H 6.418 2.935 -11.964  0.35
71 C 7.441 8.103 -8.229  -0.34
72 Br 5.703 8.961 -8.062  -0.01
73 Br 8.858 9.183 -7.448  -0.01
74 Br 7.429 6.296 -7.511  0.07
75 H 7.655 8.021 -9.300  0.32

Its total charge is +1. As for the multiplicity: 1. The lowest unoccupied orbital energy comes out at -4.9 eV.


| no. | calculated total energy (eV) |
| --- | --- |
| 1 | -57648.30532 |
| 2 | -24325.68163 |
| 3 | -194855.89844 |
| 4 | -20747.17155 |
| 5 | -2144159.33040 |